*1*
A cluster of 2 separate species, C4H7NO in total. Source: OMol25; level of theory: wB97M-V/def2-TZVPD.

Its total charge is 0. The value obtained for the LUMO energy (alpha / beta) is 1.0 / -1.5 eV. The gap between HOMO and LUMO (alpha / beta) is 7.57 / 8.36 eV. For the highest occupied orbital energy (alpha / beta), the calculation gives -6.59 / -9.83 eV. As for the spin multiplicity: 3. The expectation value of S² is 2.015.

Atoms and positions in Å:
1 C 0.25537 -0.92734 0.98511
2 C -1.09515 -0.64247 -1.28834
3 C -0.53665 -0.25387 -0.00985
4 C 0.54499 1.86851 0.05290
5 N 1.33524 -1.41514 0.63372
6 O -1.91735 -0.26428 -0.20452
7 H -0.22386 -1.13362 1.97285
8 H -1.05684 0.05250 -2.16497
9 H -1.11755 -1.70414 -1.60673
10 H 0.65544 1.90986 -0.98651
11 H 1.39062 1.72154 0.69229
12 H -0.25395 2.50387 0.48246
13 H 2.01968 -1.71543 1.44158

*2*
The molecule C4H7NO. Source: OMol25; level of theory: wB97M-V/def2-TZVPD.

Its total charge is 0. The value obtained for the LUMO energy (alpha / beta) is 1.0 / -1.3 eV. The gap between HOMO and LUMO (alpha / beta) is 6.58 / 9.48 eV. For the highest occupied orbital energy (alpha / beta), the calculation gives -5.57 / -10.81 eV. As for the spin multiplicity: 3. The expectation value of S² is 2.016.

Atoms and positions in Å:
1 C -0.30306 -1.50826 -1.00663
2 C -0.75047 -1.14743 0.47030
3 C 1.10425 0.01369 0.37863
4 C 0.45934 1.24581 -0.12021
5 N 0.71335 -0.98089 -1.45892
6 O 0.45923 -0.85997 1.18144
7 H -1.00576 -2.04597 -1.69125
8 H -1.45479 -0.28078 0.29931
9 H -1.30345 -1.97607 0.88188
10 H 2.13315 0.03108 0.52770
11 H -0.63915 1.21716 -0.30876
12 H 1.08752 1.60109 -1.04606
13 H 0.39018 2.14856 0.61665

Least stable of them? *1*.

*1*
A cluster of 2 separate species, C3H9BrN3 in total. Source: OMol25; level of theory: wB97M-V/def2-TZVPD.

Its total charge is +1. The value obtained for the LUMO energy is -4.2 eV. The gap between HOMO and LUMO is 8.96 eV. For the highest occupied orbital energy, the calculation gives -13.14 eV.

Atoms and positions in Å:
1 C 2.25033 0.60432 -0.30020
2 C -0.96470 -1.24941 -0.73878
3 C -1.03283 0.26597 -0.20750
4 N 0.25291 -0.34071 -0.11145
5 N 2.61078 0.42508 0.89968
6 N -1.99187 0.68725 0.73869
7 Br 3.05945 -0.54187 -1.51952
8 H -1.10268 -1.38289 -1.71322
9 H -1.07247 -2.13525 -0.12000
10 H 1.84178 1.47947 -0.66143
11 H -1.06902 0.83841 -1.09813
12 H 2.05346 0.83724 1.64950
13 H 3.25028 -0.27170 1.34050
14 H -1.82399 1.64683 1.15344
15 H -2.52545 0.12710 1.27830
16 H 0.43457 -0.55655 0.92059

*2*
A structure of composition C3H9BrN3. Source: OMol25; level of theory: wB97M-V/def2-TZVPD.

Its total charge is +1. The value obtained for the LUMO energy (alpha / beta) is -4.0 / -4.5 eV. The gap between HOMO and LUMO (alpha / beta) is 8.42 / 7.83 eV. For the highest occupied orbital energy (alpha / beta), the calculation gives -12.39 / -12.34 eV.

Atoms and positions in Å:
1 C 2.13299 -0.00855 0.56776
2 C -0.04302 1.18842 -0.02015
3 C -1.32125 0.94250 -0.76991
4 N -2.09456 -1.78683 0.20919
5 N -0.96824 -1.74709 -0.03892
6 N 0.88002 0.06781 -0.25547
7 Br -2.92221 0.58250 0.12402
8 H 2.66025 0.86462 0.48446
9 H 1.86304 -0.12158 1.62183
10 H 2.58750 -0.90779 0.15141
11 H 0.40309 2.17695 -0.25184
12 H -0.46252 1.08691 1.07853
13 H -1.30978 0.88141 -1.82294
14 H -2.74475 -2.48080 0.22773
15 H 1.11536 0.02649 -1.19916
16 H 0.22408 -0.76495 -0.10653

*3*
A cluster of 2 separate species, C3H9BrN3 in total. Source: OMol25; level of theory: wB97M-V/def2-TZVPD.

Its total charge is +1. The value obtained for the LUMO energy (alpha / beta) is -4.5 / -4.5 eV. The gap between HOMO and LUMO (alpha / beta) is 8.79 / 8.79 eV. For the highest occupied orbital energy (alpha / beta), the calculation gives -13.28 / -13.28 eV.

Atoms and positions in Å:
1 C 1.11783 -1.20205 -0.39584
2 C 1.88927 -0.22993 0.41579
3 C 0.49552 1.58619 -0.06083
4 N -1.73182 2.02256 -0.06632
5 N -0.67763 1.20177 -0.10701
6 N -0.32382 -1.37442 -0.02260
7 Br 3.64511 0.35961 -0.02382
8 H 1.07903 -0.94197 -1.45591
9 H 1.59249 -2.26439 -0.51197
10 H 1.96602 -0.29069 1.55458
11 H 0.80022 2.64952 -0.06593
12 H -1.50229 3.04855 0.03866
13 H -2.66325 1.57186 0.00141
14 H -0.85984 0.04019 -0.04998
15 H -0.74290 -1.97140 -0.78086
16 H -0.54413 -1.85147 0.79044

Least stable of them? *2*.

*1*
The ion C2H5N4O with charge +1. Source: OMol25; level of theory: wB97M-V/def2-TZVPD.

Its total charge is +1. The value obtained for the LUMO energy (alpha / beta) is -7.4 / -7.5 eV. The gap between HOMO and LUMO (alpha / beta) is 6.71 / 6.70 eV. For the highest occupied orbital energy (alpha / beta), the calculation gives -14.16 / -14.16 eV.

Atoms and positions in Å:
1 C -0.99720 -0.82197 0.93414
2 C 0.24185 -0.84206 0.49312
3 N 0.46568 0.19012 -0.60020
4 N 0.00129 1.47803 -0.63753
5 N -1.31086 1.62315 -0.56788
6 N 1.29075 -1.72546 0.54469
7 O -1.84078 2.65552 -0.47125
8 H -1.96957 -0.30229 1.22767
9 H 0.27903 -0.29654 -1.45493
10 H 0.56620 2.34260 -0.36932
11 H 1.22640 -2.69490 0.98841
12 H 2.04721 -1.60619 -0.08691

*2*
The ion C2H5N4O with charge +1. Source: OMol25; level of theory: wB97M-V/def2-TZVPD.

Its total charge is +1. The value obtained for the LUMO energy is -6.5 eV. The gap between HOMO and LUMO is 8.67 eV. For the highest occupied orbital energy, the calculation gives -15.16 eV. The SMILES is NC(N)=[NH+]N=C=O.

Atoms and positions in Å:
1 N -0.94918 1.24388 0.87581
2 C -0.09236 0.53472 -0.03078
3 N -0.54547 0.18726 -1.25247
4 N 1.21302 0.25287 0.43844
5 N 1.24534 -0.87594 1.29682
6 C 0.85915 -1.93890 0.70443
7 O 0.53316 -2.95937 0.32703
8 H -1.92308 0.93596 0.77068
9 H -0.83311 2.23232 0.62016
10 H -0.00314 0.49348 -2.07120
11 H -1.41978 -0.32694 -1.37309
12 H 1.91545 0.22064 -0.30583

Least stable of them? *1*.

*1*
A structure of composition S2. Source: OMol25; level of theory: wB97M-V/def2-TZVPD.

Its total charge is 0. The value obtained for the LUMO energy is -4.5 eV. The gap between HOMO and LUMO is 5.42 eV. For the highest occupied orbital energy, the calculation gives -9.92 eV.

Atoms and positions in Å:
1 S 0.00000 0.00000 1.37763
2 S 0.00000 0.00000 -1.37763

*2*
The molecule S2. Source: OMol25; level of theory: wB97M-V/def2-TZVPD.

Its total charge is 0. The value obtained for the LUMO energy is -2.6 eV. The gap between HOMO and LUMO is 5.76 eV. For the highest occupied orbital energy, the calculation gives -8.34 eV.

Atoms and positions in Å:
1 S 0.00000 0.00000 0.95328
2 S 0.00000 0.00000 -0.95328

*3*
A cluster of 2 separate species, S2 in total. Source: OMol25; level of theory: wB97M-V/def2-TZVPD.

Its total charge is 0. The value obtained for the LUMO energy is -5.1 eV. The gap between HOMO and LUMO is 4.60 eV. For the highest occupied orbital energy, the calculation gives -9.67 eV.

Atoms and positions in Å:
1 S 0.00000 0.00000 1.62589
2 S 0.00000 0.00000 -1.62589

*4*
A cluster of 2 separate species, S2 in total. Source: OMol25; level of theory: wB97M-V/def2-TZVPD.

Its total charge is 0. The value obtained for the LUMO energy is -5.0 eV. The gap between HOMO and LUMO is 4.83 eV. For the highest occupied orbital energy, the calculation gives -9.78 eV.

Atoms and positions in Å:
1 S 0.00000 0.00000 1.56367
2 S 0.00000 0.00000 -1.56367

Least stable of them? *3*.

*1*
A cluster of 2 separate species, CH2NO2S in total. Source: OMol25; level of theory: wB97M-V/def2-TZVPD.

Its total charge is -1. The value obtained for the LUMO energy (alpha / beta) is 4.0 / 4.3 eV. The gap between HOMO and LUMO (alpha / beta) is 5.49 / 7.87 eV. For the highest occupied orbital energy (alpha / beta), the calculation gives -1.50 / -3.58 eV.

Atoms and positions in Å:
1 C 0.21565 -0.77691 0.91675
2 N -0.29487 -0.10414 0.03994
3 O 4.15647 -1.10985 0.95503
4 O 3.00660 -2.02853 2.93380
5 S 3.25034 -0.79780 2.12814
6 H 0.04170 -1.80709 1.46519
7 H -0.85760 -0.41698 -0.78447

*2*
A cluster of 2 separate species, CH2NO2S in total. Source: OMol25; level of theory: wB97M-V/def2-TZVPD.

Its total charge is -1. The value obtained for the LUMO energy (alpha / beta) is 3.4 / 3.4 eV. The gap between HOMO and LUMO (alpha / beta) is 5.16 / 5.16 eV. For the highest occupied orbital energy (alpha / beta), the calculation gives -1.73 / -1.73 eV.

Atoms and positions in Å:
1 C -1.71187 2.25187 0.90366
2 N 0.59337 -0.10147 0.24536
3 O -1.43384 3.19534 0.25890
4 O 0.45633 0.96926 1.10050
5 S -2.73218 1.28100 1.61419
6 H 0.38349 0.22107 -0.70586
7 H -0.11616 -0.80141 0.50716

*3*
A cluster of 2 separate species, CH2NO2S in total. Source: OMol25; level of theory: wB97M-V/def2-TZVPD.

Its total charge is -1. The value obtained for the LUMO energy (alpha / beta) is 4.0 / 4.0 eV. The gap between HOMO and LUMO (alpha / beta) is 6.14 / 6.25 eV. For the highest occupied orbital energy (alpha / beta), the calculation gives -2.15 / -2.26 eV.

Atoms and positions in Å:
1 C -0.22254 0.65551 0.60397
2 N 0.59573 1.45237 1.12976
3 O -0.93682 -1.54045 -1.76083
4 O 1.28818 -2.10822 -1.19269
5 S 0.44541 -1.00817 -1.59630
6 H -1.43908 0.41913 0.87721
7 H 0.26912 2.12983 1.93888

Least stable of them? *1*.

*1*
The molecule C4H13N3. Source: OMol25; level of theory: wB97M-V/def2-TZVPD.

Its total charge is 0. The value obtained for the LUMO energy is 1.0 eV. The gap between HOMO and LUMO is 9.69 eV. For the highest occupied orbital energy, the calculation gives -8.67 eV. The SMILES is NCCNCCN.

Atoms and positions in Å:
1 N 2.98859 0.14325 0.69921
2 C 2.05265 1.20317 1.00511
3 C 0.57915 0.75852 1.12045
4 N 0.24228 -0.24376 0.13215
5 C -1.15181 -0.70602 0.27024
6 C -1.99364 -0.37210 -0.96336
7 N -1.71891 -1.31162 -2.05175
8 H 3.28997 0.22003 -0.25092
9 H 2.63072 -0.76042 0.95079
10 H 2.28946 1.80884 1.88477
11 H 2.06009 1.96260 0.21036
12 H -0.07067 1.63900 1.01726
13 H 0.39416 0.32951 2.10096
14 H 0.27718 0.21649 -0.73268
15 H -1.57991 -0.26390 1.15843
16 H -1.18060 -1.79803 0.28308
17 H -1.73238 0.61432 -1.35410
18 H -3.06733 -0.28082 -0.76167
19 H -2.15329 -2.19805 -1.82600
20 H -2.15573 -0.96103 -2.89233

*2*
A cluster of 2 separate species, C4H13N3 in total. Source: OMol25; level of theory: wB97M-V/def2-TZVPD.

Its total charge is 0. The value obtained for the LUMO energy (alpha / beta) is 0.9 / 0.9 eV. The gap between HOMO and LUMO (alpha / beta) is 7.49 / 7.53 eV. For the highest occupied orbital energy (alpha / beta), the calculation gives -6.54 / -6.59 eV.

Atoms and positions in Å:
1 C -2.47271 -0.97941 -0.34760
2 C 1.72219 -1.09617 0.77341
3 C 1.06769 1.10965 1.40317
4 C 0.32972 1.64561 -1.40798
5 N -1.03771 -1.27087 -0.33587
6 N 0.66697 -0.10572 0.97835
7 N -0.53985 -0.32120 0.54367
8 H -2.88234 -0.74041 -1.38904
9 H -3.07622 -1.68570 0.29829
10 H -2.59330 -0.02417 0.20295
11 H 1.23742 -1.77238 0.20767
12 H 2.54505 -0.66463 0.16956
13 H 2.20147 -1.61685 1.64444
14 H 0.51267 1.57548 -0.43594
15 H 0.40567 1.98644 1.52398
16 H 2.07402 1.21596 1.75969
17 H 0.70933 0.72039 -1.98951
18 H -0.75217 1.55911 -1.61502
19 H 0.66811 2.70265 -1.76487
20 H -0.78600 -2.23777 -0.21937

*3*
A structure of composition C4H13N3. Source: OMol25; level of theory: wB97M-V/def2-TZVPD.

Its total charge is 0. The value obtained for the LUMO energy (alpha / beta) is 0.8 / 0.8 eV. The gap between HOMO and LUMO (alpha / beta) is 7.59 / 7.59 eV. For the highest occupied orbital energy (alpha / beta), the calculation gives -6.81 / -6.81 eV.

Atoms and positions in Å:
1 C 0.48076 -1.53840 0.56081
2 C -0.52423 -0.48339 0.88898
3 N -0.59323 -0.06542 2.17478
4 N -1.85500 -0.78367 -1.20713
5 C -1.49112 -0.01933 -0.05527
6 H 0.18323 -0.25409 2.79158
7 H -1.30929 0.60631 2.41370
8 H -1.75079 -1.78739 -1.12671
9 H -1.38819 -0.46966 -2.04839
10 H -2.36490 0.45005 0.40487
11 H 1.39701 -1.40891 1.13958
12 H 0.06464 -2.52624 0.79517
13 H 0.74022 -1.50766 -0.49515
14 C 1.64346 1.32008 -1.27282
15 N 0.61839 1.57509 -0.27937
16 H 1.00807 2.17651 0.44922
17 H -0.64250 1.02765 -0.42348
18 H 1.24449 0.67363 -2.06431
19 H 2.01689 2.22322 -1.77957
20 H 2.52208 0.79161 -0.86649

*4*
The molecule C4H13N3. Source: OMol25; level of theory: wB97M-V/def2-TZVPD.

Its total charge is 0. The value obtained for the LUMO energy is 1.1 eV. The gap between HOMO and LUMO is 8.74 eV. For the highest occupied orbital energy, the calculation gives -7.69 eV. The SMILES is CNC(C)(N)NC.

Atoms and positions in Å:
1 C -1.16024 -1.78081 -0.68679
2 N 0.34628 -1.43322 -0.34683
3 C 0.59020 -0.05449 -0.03927
4 C 1.87205 0.13021 0.77039
5 N 0.67467 0.66146 -1.27689
6 N -0.56701 0.38622 0.74782
7 C -1.23940 1.66546 0.55040
8 H -1.62028 -2.16354 0.22460
9 H -1.07220 -2.57706 -1.42806
10 H -1.76193 -1.02387 -1.19437
11 H 0.98100 -2.13692 0.01731
12 H 2.05222 1.18905 0.98638
13 H 2.73147 -0.25042 0.20995
14 H 1.81999 -0.40903 1.72172
15 H 1.35484 1.40003 -1.42938
16 H -0.03549 0.53762 -1.98566
17 H -0.70183 -0.08408 1.63688
18 H -2.08129 1.72874 1.24493
19 H -0.55481 2.49539 0.74560
20 H -1.62825 1.71925 -0.46874

Least stable of them? *2*.